# C6H9N

The molecule C6H9N (ωB97M-V with the def2-TZVPD basis set, the OMol25 dataset).

Values from the calculation:
- Electronic energy: -7853.855 eV
- Gap between HOMO and LUMO: 0.3445 hartree
- ΔE to the lowest compared entry with this formula, charge and spin: 99.3 kcal per mole
- 2S+1: 1
- E_HOMO: -0.31175 Eh

Geometry as XYZ:
```
16
Properties=species:S:1:pos:R:3:forces:R:3:nbo_charge:R:1
H -1.0165 -2.1439 -0.1600 0.1 0.1 -0.2 0.222
N 0.7060 -1.0040 1.4303 -0.3 -0.2 0.4 -0.568
C 0.4979 -0.7406 2.7057 0.4 0.7 -1.0 -0.064
H -1.6280 2.9334 -2.2845 0.1 -0.1 0.1 0.242
H -0.0257 0.2585 2.6070 0.0 -0.5 0.7 0.072
C -0.1555 1.7083 -1.0654 -0.2 0.2 -0.2 0.005
C -0.0078 -0.3202 0.3240 0.1 -0.4 0.3 -0.048
C -0.9461 2.3487 -1.7079 0.3 -0.2 0.2 -0.249
H 0.3907 -1.8255 -1.2021 0.0 0.1 0.0 0.205
H 1.1407 -1.8904 1.1752 0.0 0.3 0.1 0.383
C 0.7468 0.8781 -0.2597 0.1 -0.1 0.1 -0.495
H -1.1103 -0.8876 -1.4097 0.1 -0.1 -0.1 0.236
H -0.8895 0.0451 0.8248 -0.4 0.4 -0.1 0.204
H 1.1587 1.4712 0.5668 -0.1 -0.1 -0.1 0.247
H 1.5908 0.5300 -0.8636 0.0 0.1 0.0 0.233
C -0.4524 -1.3611 -0.6807 -0.1 0.0 -0.1 -0.627
```
Forces are in eV/Å.

***

# C6H9N

The molecule C6H9N (ωB97M-V with the def2-TZVPD basis set, the OMol25 dataset).

Values from the calculation:
- Electronic energy: -7854.340 eV
- Gap between HOMO and LUMO: 0.3729 hartree
- ΔE to the lowest compared entry with this formula, charge and spin: 88.1 kcal per mole
- SMILES: C1[C@H]2N1CC21CC1
- 2S+1: 1
- E_HOMO: -0.33232 Eh

Geometry as XYZ:
```
16
Properties=species:S:1:pos:R:3:forces:R:3:nbo_charge:R:1
C -0.1550 0.3507 0.1272 -0.2 0.0 0.0 -0.103
H 0.4647 0.3554 -2.0702 1.4 1.6 -0.2 0.244
H 1.9389 -1.7347 -1.6349 -0.2 -0.1 0.0 0.217
C 0.2256 0.8555 1.4934 0.1 -0.1 0.0 -0.413
N -0.1430 -1.3025 -1.3264 -0.3 -0.4 0.1 -0.380
H -0.1613 2.5662 0.1344 -0.1 -0.2 0.0 0.218
H 1.2387 1.1892 1.7051 -0.1 -0.1 -0.2 0.219
C -1.0055 -0.8714 -0.2011 -0.4 -0.3 0.4 -0.214
H 1.3903 -1.7034 0.1160 0.3 0.3 0.0 0.199
H -1.1402 -1.6584 0.5422 -0.1 0.1 0.3 0.183
C 0.6725 -0.0118 -1.0888 -0.7 -0.4 -0.3 -0.129
C -0.6305 1.6903 0.5761 -0.1 0.1 -0.2 -0.407
H -1.9712 -0.5608 -0.6149 0.1 -0.2 0.1 0.202
C 1.2332 -1.3573 -0.9019 0.2 -0.3 0.1 -0.263
H -1.6881 1.8046 0.7988 0.1 0.0 0.0 0.213
H -0.2690 0.3885 2.3450 0.1 0.0 -0.3 0.215
```
Forces are in eV/Å.

***

# C6H9N

The molecule C6H9N (ωB97M-V with the def2-TZVPD basis set, the OMol25 dataset).

Values from the calculation:
- Electronic energy: -7851.974 eV
- Gap between HOMO and LUMO: 0.3493 hartree
- ΔE to the lowest compared entry with this formula, charge and spin: 142.6 kcal per mole
- SMILES: C#CC[C@]1(C)CN1
- 2S+1: 1
- E_HOMO: -0.31382 Eh

Geometry as XYZ:
```
16
Properties=species:S:1:pos:R:3:forces:R:3:nbo_charge:R:1
H -0.7854 1.4324 -1.4905 0.1 1.3 -0.9 0.206
C 3.1736 -0.8365 0.0603 -0.4 0.0 -0.2 -0.241
H -2.3438 0.9418 -0.9457 1.2 -0.4 0.6 0.198
H -0.0075 -1.3519 1.4435 0.7 0.4 0.1 0.218
H 4.1561 -0.9746 0.4564 -0.2 0.0 -0.1 0.237
H -1.5164 2.1858 -0.0101 0.4 0.4 -0.2 0.213
H -0.5162 0.1993 2.2859 0.1 0.0 0.3 0.191
C 2.0700 -0.6917 -0.3984 0.0 0.1 0.4 -0.005
H 0.7762 0.0044 -1.8870 -0.2 0.0 0.4 0.239
C -0.1725 0.3611 0.1009 -3.4 -1.2 -1.0 0.085
C 0.6993 -0.4604 -0.8906 -0.4 0.1 0.1 -0.528
C -0.4671 -0.3683 1.3687 0.1 0.1 0.9 -0.275
H -2.3091 0.1836 0.9563 0.6 -0.3 -0.8 0.339
N -1.6179 -0.4880 0.5720 0.1 -1.6 0.9 -0.540
C -1.3283 1.2832 -0.5852 1.2 1.0 -0.5 -0.591
H 0.1889 -1.4203 -1.0364 0.2 0.0 -0.1 0.254
```
Forces are in eV/Å.

***

# C6H9N

A structure of composition C6H9N (ωB97M-V with the def2-TZVPD basis set, the OMol25 dataset).

Values from the calculation:
- Electronic energy: -7854.795 eV
- Gap between HOMO and LUMO: 0.3556 hartree
- ΔE to the lowest compared entry with this formula, charge and spin: 77.6 kcal per mole
- 2S+1: 1
- E_HOMO: -0.31256 Eh

Geometry as XYZ:
```
16
Properties=species:S:1:pos:R:3:forces:R:3:nbo_charge:R:1
H -0.3330 1.9038 0.0508 -0.1 -0.1 -0.1 0.194
N 0.9096 -0.5426 -0.4072 0.1 0.0 0.1 -0.410
H 2.3229 1.0147 -0.7289 -0.2 -0.2 0.0 0.201
C -0.3283 -0.0718 -1.1054 0.1 0.2 -0.3 -0.035
C 0.0231 -1.0915 0.6031 0.1 -0.3 0.2 -0.070
H 2.6973 -0.0934 0.5828 -0.1 -0.1 -0.1 0.204
C -1.1565 -1.1185 -0.2766 -0.2 -0.2 0.0 -0.251
H -0.2560 0.0134 -2.1961 -0.1 0.1 0.4 0.209
H -1.8996 1.3559 -0.6283 0.1 -0.1 0.2 0.213
C 1.8774 0.4378 0.0883 0.2 0.1 0.0 -0.430
H -1.6986 -0.0544 1.7506 0.0 -0.1 -0.2 0.226
H 1.4846 1.1532 0.8300 -0.1 -0.2 -0.2 0.171
C -1.1279 -0.0859 0.8281 -0.1 0.1 0.2 -0.264
H -1.8535 -1.9309 -0.4143 0.1 0.1 -0.4 0.232
H 0.2873 -1.9254 1.2474 0.1 0.5 0.3 0.219
C -0.9420 1.0287 -0.2062 0.1 0.1 0.1 -0.410
```
Forces are in eV/Å.

***

# C6H9N

A cluster of 2 separate species, C6H9N in total (ωB97M-V with the def2-TZVPD basis set, the OMol25 dataset).

Values from the calculation:
- Electronic energy: -7853.563 eV
- Gap between HOMO and LUMO: 0.3414 hartree
- ΔE to the lowest compared entry with this formula, charge and spin: 106.0 kcal per mole
- SMILES: CC1=C=C1C.C=N
- 2S+1: 1
- E_HOMO: -0.30912 Eh

Geometry as XYZ:
```
16
Properties=species:S:1:pos:R:3:forces:R:3:nbo_charge:R:1
C -1.7655 1.5292 0.2264 0.1 0.4 0.0 -0.667
H 3.5019 0.6952 -1.0725 0.1 0.1 -0.2 0.148
H -2.6648 1.5591 0.8425 -0.1 0.0 0.0 0.248
C 3.2850 0.5613 -0.0169 0.3 0.6 -0.1 -0.048
N 2.8285 -0.5425 0.3454 -0.2 -1.0 -0.2 -0.601
C -1.1138 -2.2018 -0.1639 0.0 -0.4 -0.1 -0.672
H -0.3321 -2.4361 -0.8881 0.0 -0.1 0.0 0.257
C -0.7529 -0.9552 0.5039 0.1 2.1 0.6 0.021
H -2.0644 1.4491 -0.8188 0.0 0.0 0.0 0.230
H -1.1499 -3.0195 0.5553 0.0 -0.1 0.0 0.241
H 3.4918 1.4247 0.6235 -0.1 -0.1 0.1 0.141
H -1.2140 2.4553 0.3836 -0.1 0.1 0.0 0.233
H 2.6217 -0.6366 1.3336 -0.1 0.3 0.2 0.359
H -2.0697 -2.1245 -0.6842 0.1 0.0 0.0 0.223
C -0.9689 0.3732 0.6359 0.6 -2.0 0.2 0.000
C 0.0533 -0.2224 1.4289 -0.8 -0.1 -0.6 -0.114
```
Forces are in eV/Å.

***

# C6H9N

The molecule C6H9N (ωB97M-V with the def2-TZVPD basis set, the OMol25 dataset).

Values from the calculation:
- Electronic energy: -7854.639 eV
- Gap between HOMO and LUMO: 0.3692 hartree
- ΔE to the lowest compared entry with this formula, charge and spin: 81.2 kcal per mole
- SMILES: CC#CCN1CC1
- 2S+1: 1
- E_HOMO: -0.33172 Eh

Geometry as XYZ:
```
16
Properties=species:S:1:pos:R:3:forces:R:3:nbo_charge:R:1
H -1.0935 0.4972 -2.2851 0.0 0.0 0.2 0.217
H 1.7301 -2.7892 0.7111 -0.1 0.0 0.0 0.235
H 0.4567 3.0942 -0.5934 -0.1 -0.1 0.0 0.198
H -2.3416 0.0798 -1.1221 0.2 0.1 0.0 0.223
H -0.2391 1.8186 1.6125 0.0 0.2 -0.2 0.199
C 0.8020 -2.3183 1.0417 0.0 -0.1 0.0 -0.682
H 1.0586 -1.5601 1.7950 0.0 -0.2 -0.1 0.233
H 0.5150 0.3525 0.8348 -0.2 0.1 0.0 0.200
C 0.0230 1.3071 0.6917 0.0 0.0 0.3 -0.258
C 0.4145 2.0092 -0.5489 0.2 0.2 -0.2 -0.259
C -0.5465 -0.9532 -0.7968 0.3 -0.2 0.5 -0.039
H 0.1713 -3.0640 1.5320 0.1 0.0 -0.1 0.237
H 1.1406 1.4974 -1.1826 -0.1 0.0 0.1 0.189
N -0.9093 1.4327 -0.4139 -0.1 0.0 -0.1 -0.391
C 0.0824 -1.6580 -0.0454 -0.3 0.2 -0.3 -0.010
C -1.2642 0.2540 -1.2308 0.0 -0.1 -0.1 -0.291
```
Forces are in eV/Å.

***

# C6H9N

The molecule C6H9N (ωB97M-V with the def2-TZVPD basis set, the OMol25 dataset).

Values from the calculation:
- Electronic energy: -7856.845 eV
- Gap between HOMO and LUMO: 0.3202 hartree
- ΔE to the lowest compared entry with this formula, charge and spin: 30.3 kcal per mole
- SMILES: Cc1ccc(C)[nH]1
- 2S+1: 1
- E_HOMO: -0.28221 Eh

Geometry as XYZ:
```
16
Properties=species:S:1:pos:R:3:forces:R:3:nbo_charge:R:1
H 3.3059 0.1754 -0.0790 -0.4 -0.2 -0.1 0.232
H -2.8031 -0.6571 -0.9814 -0.1 -0.1 0.2 0.219
C 0.7690 1.2261 0.0468 0.1 0.5 0.3 -0.334
H 1.4476 2.0374 -0.1067 0.2 0.4 0.2 0.212
N 0.0380 -0.8774 0.1715 -1.1 0.9 -0.6 -0.578
H 0.2925 -1.8872 0.1634 -1.7 1.1 0.0 0.415
H -1.3569 2.1053 0.5644 0.9 0.2 -0.9 0.229
H 2.8468 -1.4387 0.4459 -0.2 0.1 -0.1 0.214
H -3.0159 -0.8941 0.7700 -0.4 -0.2 0.0 0.213
C 2.5585 -0.6178 -0.2245 -0.4 0.0 0.1 -0.645
C 1.1546 -0.0841 0.0249 -0.3 0.7 0.0 0.161
C -2.6807 -0.1995 0.0060 0.7 -0.7 0.2 -0.645
H 2.6528 -0.9850 -1.2564 0.0 0.1 0.2 0.218
C -1.1909 0.0842 0.2074 1.6 -1.6 -0.1 0.149
H -3.3659 0.6845 0.0213 1.1 -0.4 0.2 0.234
C -0.6523 1.3278 0.2265 -0.1 -0.8 0.4 -0.295
```
Forces are in eV/Å.

***

# C6H9N

The molecule C6H9N (ωB97M-V with the def2-TZVPD basis set, the OMol25 dataset).

Values from the calculation:
- Electronic energy: -7858.027 eV
- Gap between HOMO and LUMO: 0.3242 hartree
- ΔE to the lowest compared entry with this formula, charge and spin: 3.1 kcal per mole
- SMILES: Cc1c[nH]c(C)c1
- 2S+1: 1
- E_HOMO: -0.28612 Eh

Geometry as XYZ:
```
16
Properties=species:S:1:pos:R:3:forces:R:3:nbo_charge:R:1
H -2.4884 1.2607 -1.5077 0.2 0.1 -0.2 0.208
H 1.7736 -2.3840 1.3804 0.0 0.1 0.0 0.214
C -0.6587 0.6140 -0.6599 -0.1 0.0 0.1 0.130
N -1.2938 0.1484 0.4560 0.0 0.1 -0.1 -0.504
C 0.6262 0.1219 -0.6341 0.0 0.1 0.0 -0.306
H -1.3694 2.5815 -1.1640 0.1 -0.2 -0.1 0.218
C 0.7701 -0.6618 0.5530 -0.1 0.0 0.1 -0.092
C -0.4419 -0.6255 1.1996 0.1 -0.1 0.1 -0.092
C 2.0055 -1.3731 1.0285 0.1 0.0 0.0 -0.623
H -0.7652 -1.0935 2.1181 0.1 0.0 -0.1 0.206
H 2.7442 -1.4662 0.2262 -0.1 0.0 0.1 0.214
H 2.4909 -0.8412 1.8559 -0.1 -0.1 -0.1 0.214
H -1.0916 1.5353 -2.5719 0.0 0.0 0.1 0.228
H -2.2684 0.3341 0.6313 0.2 -0.1 0.2 0.405
H 1.3953 0.3002 -1.3783 -0.2 0.0 0.2 0.216
C -1.4284 1.5493 -1.5331 -0.1 0.1 -0.1 -0.635
```
Forces are in eV/Å.

***

# C6H9N

The molecule C6H9N (ωB97M-V with the def2-TZVPD basis set, the OMol25 dataset).

Values from the calculation:
- Electronic energy: -7854.641 eV
- Gap between HOMO and LUMO: 0.3568 hartree
- ΔE to the lowest compared entry with this formula, charge and spin: 81.1 kcal per mole
- SMILES: CN[C@@H]1[C@@H]2C=C[C@@H]21
- 2S+1: 1
- E_HOMO: -0.31354 Eh

Geometry as XYZ:
```
16
Properties=species:S:1:pos:R:3:forces:R:3:nbo_charge:R:1
H -0.8797 -2.1261 -0.9748 0.1 0.0 0.1 0.196
N 0.0640 -0.9663 0.4744 0.0 0.0 0.2 -0.640
C -0.3618 1.1554 -0.8619 -0.2 0.0 -0.3 -0.272
H -0.6372 2.3254 1.1391 0.1 -0.2 -0.1 0.221
H -1.3110 -2.6112 0.6807 0.1 0.1 -0.1 0.163
H 0.3036 -2.9768 0.0214 -0.2 0.1 0.0 0.200
C -0.4940 -2.2257 0.0462 -0.1 -0.2 -0.1 -0.404
H -1.0893 1.6079 -1.5284 0.1 -0.2 0.1 0.223
H -1.7913 0.1540 0.4951 0.2 0.0 0.0 0.189
C -0.7151 0.2111 0.2752 -0.1 0.0 0.0 -0.024
C -0.1039 1.5667 0.5735 -0.1 0.2 0.3 -0.271
H 0.4820 -1.0012 1.3912 -0.1 -0.1 0.0 0.366
H 1.7651 0.6510 -1.7771 -0.1 0.3 0.1 0.205
C 1.3688 1.5317 0.2240 0.2 0.0 0.1 -0.179
H 2.2580 1.5703 0.8502 -0.2 0.0 -0.2 0.201
C 1.1417 1.1337 -1.0288 0.2 -0.1 -0.2 -0.173
```
Forces are in eV/Å.

***

# C6H9N

The molecule C6H9N (ωB97M-V with the def2-TZVPD basis set, the OMol25 dataset).

Values from the calculation:
- Electronic energy: -7858.063 eV
- Gap between HOMO and LUMO: 0.3255 hartree
- ΔE to the lowest compared entry with this formula, charge and spin: 2.2 kcal per mole
- SMILES: Cc1cc[nH]c1C
- 2S+1: 1
- E_HOMO: -0.28637 Eh

Geometry as XYZ:
```
16
Properties=species:S:1:pos:R:3:forces:R:3:nbo_charge:R:1
H 2.2660 -0.6179 1.1432 -0.1 -0.1 -0.1 0.218
H -0.2026 1.3821 -2.4444 0.1 -0.1 0.1 0.216
C 1.4969 -1.2114 0.6312 0.0 0.0 0.0 -0.638
H 1.9202 -1.5561 -0.3184 -0.1 0.1 0.1 0.226
C -1.8245 0.2722 1.0493 0.0 0.0 0.0 -0.077
C -0.2026 0.4591 -0.5157 0.0 -0.1 0.1 -0.094
C -1.5022 0.9051 -0.1228 0.0 0.0 0.1 -0.301
H 1.3014 1.6430 -1.5638 -0.1 -0.1 0.0 0.212
H -0.7483 -1.1432 2.1893 0.0 0.1 -0.1 0.406
H -2.1234 1.6186 -0.6564 0.2 -0.2 0.1 0.218
N -0.7712 -0.5328 1.3885 0.0 0.0 -0.1 -0.504
H -2.7073 0.3080 1.6699 0.1 0.1 -0.1 0.208
C 0.2256 -0.4368 0.4453 0.0 0.0 -0.1 0.116
H 1.3097 -2.1018 1.2425 0.0 0.1 -0.1 0.211
C 0.5115 0.9074 -1.7620 0.0 0.0 0.0 -0.627
H 0.9696 0.0719 -2.3040 0.0 0.1 0.1 0.211
```
Forces are in eV/Å.